A molecular structure, C41H39N7O3PPtS, computed with ωB97M-V/def2-TZVPD.

Structure (XYZ):
```
93
C41H39N7O3PPtS, DFT ωB97M-V/def2-TZVPD
Pt 0.09151 -0.61433 0.06856
N -3.88909 -3.10207 -0.33731
C -2.55954 -3.22164 -0.23065
N -2.01900 -2.02473 -0.27035
C -3.09533 -1.20372 -0.40442
N -4.25642 -1.80985 -0.44119
C -2.94467 0.25952 -0.51525
C -3.90956 1.05227 -1.11982
N -3.78259 2.37691 -1.18440
C -2.68208 2.89636 -0.65544
C -1.68961 2.10046 -0.09841
N -1.82660 0.78221 -0.01951
H -4.59379 -3.82005 -0.30803
H -2.03820 -4.16661 -0.13886
H -4.79557 0.60053 -1.55357
H -2.57101 3.97516 -0.68608
H -0.78070 2.52584 0.31124
O 8.88325 -1.63848 1.50277
C 8.10970 -1.39510 0.42023
O 8.61927 -1.33971 -0.66237
C 6.64093 -1.20075 0.64756
C 5.89190 -0.70184 -0.40462
C 4.52487 -0.50746 -0.27640
C 3.85371 -0.83171 0.89814
S 2.12416 -0.70083 1.29971
C 4.61931 -1.31650 1.96340
C 5.98717 -1.49408 1.83690
H 8.35776 -1.61247 2.30822
H 6.40052 -0.47136 -1.33282
H 3.98589 -0.10987 -1.10195
H 4.12780 -1.56054 2.89951
H 6.51979 -1.90793 2.68909
C -3.74096 3.34874 5.25593
C -4.14059 1.90889 5.55706
N -3.51083 0.92507 4.66349
C -4.32254 0.33960 3.59256
C -4.54797 1.26578 2.40351
C -2.22294 0.60031 4.94920
O -1.60710 1.09213 5.87936
C -1.52983 -0.43535 4.10289
C -1.15647 -1.64818 4.65715
C -0.48388 -2.57146 3.87334
C -0.18584 -2.25000 2.56525
N -0.51726 -1.05948 2.03987
C -1.16506 -0.16858 2.80111
H -4.24473 4.02782 5.94840
H -4.01293 3.63834 4.23838
H -2.66475 3.47270 5.38305
H -5.21786 1.77545 5.46879
H -3.84908 1.66253 6.57479
H -5.28767 0.06817 4.02180
H -3.85787 -0.58497 3.26259
H -5.08216 2.16955 2.70075
H -5.14853 0.75759 1.64220
H -3.59689 1.56910 1.95504
H -1.38528 -1.85787 5.69652
H -0.18008 -3.52978 4.27256
H 0.34374 -2.92991 1.91898
H -1.38587 0.78627 2.34772
C -2.09689 -1.25936 -5.52832
C -1.13515 -0.26937 -5.70428
C -0.33242 0.12244 -4.64583
C -0.47937 -0.47861 -3.39371
C -1.43225 -1.47990 -3.23024
C -2.24559 -1.86497 -4.29190
P 0.69045 -0.06706 -2.05146
C 2.17259 -0.89432 -2.67181
C 2.46483 -2.17331 -2.20638
C 3.52369 -2.88303 -2.75599
C 4.29995 -2.31135 -3.75617
C 4.01131 -1.03205 -4.21878
C 2.93978 -0.33043 -3.68945
C 0.88201 1.74009 -2.15718
C -0.15940 2.51857 -2.66515
C -0.06937 3.90570 -2.66260
C 1.05937 4.52956 -2.14737
C 2.08656 3.76333 -1.60945
C 1.99311 2.37740 -1.60258
H -2.72539 -1.55738 -6.35872
H -1.00806 0.19646 -6.67462
H 0.39875 0.90659 -4.79671
H -1.52435 -1.96732 -2.27646
H -2.98904 -2.64300 -4.15259
H 1.88837 -2.59353 -1.39783
H 3.75321 -3.87795 -2.39372
H 5.13630 -2.85932 -4.17293
H 4.62458 -0.58154 -4.99280
H 2.72212 0.67081 -4.05039
H -1.04559 2.04676 -3.07147
H -0.88349 4.49805 -3.06755
H 1.13543 5.61223 -2.15782
H 2.96028 4.24347 -1.18388
H 2.78116 1.80227 -1.14002
```

Frontier orbital gap ... 6.388 eV
Strongest force on any atom ... 0.0150 hartree/bohr
LUMO energy ... -3.43 eV
ΔE to the lowest compared entry with this formula, charge and spin ... 179.4 kJ/mol
E ... -3053.52498 hartree
Net charge ... +1

A molecular structure, C12H19N3O2S2Ta, computed with ωB97M-V/def2-TZVPD.

Structure (XYZ):
```
39
C12H19N3O2S2Ta, DFT ωB97M-V/def2-TZVPD
Ta 1.05864 0.58881 0.88591
N 1.16540 1.90522 2.81461
C 0.73031 1.18387 4.08762
C -0.53811 0.33407 3.97341
C -0.33342 -1.01402 3.37721
O -0.46897 -2.11890 3.60842
O 0.39560 -0.73040 1.87236
H 2.09062 2.28592 3.03827
H 0.59956 2.75008 2.70610
H 0.57289 1.94469 4.85079
H 1.57284 0.57309 4.41093
H -1.32941 0.83336 3.40616
H -0.92508 0.14981 4.97912
C -1.08172 3.07968 -3.57852
N -0.76921 2.86856 -2.14353
C -1.31085 2.03434 -1.28967
S -0.69846 2.16620 0.40701
N -2.28974 1.18466 -1.48737
C -3.17757 1.04051 -2.66845
H -0.36414 3.80503 -3.94928
H -2.08225 3.48341 -3.69997
H -0.95682 2.15387 -4.13142
H -0.07842 3.49803 -1.76118
H -2.57158 0.65549 -0.67591
H -2.61756 0.71741 -3.53962
H -3.70353 1.97171 -2.85842
H -3.90505 0.27465 -2.41817
S 1.15197 -0.10912 -1.26355
C 1.46558 -1.87971 -0.94443
C 0.41301 -2.78037 -0.95077
C 0.72806 -4.12639 -0.83558
C 2.05445 -4.53160 -0.71505
C 3.08251 -3.60218 -0.70896
C 2.80134 -2.24365 -0.81746
H -0.61491 -2.46079 -1.05368
H -0.06512 -4.86157 -0.84778
H 2.28595 -5.58424 -0.62534
H 4.11151 -3.92409 -0.62278
H 3.60166 -1.51544 -0.83100
```

Frontier orbital gap ... 5.618 eV
Strongest force on any atom ... 0.0191 hartree/bohr
LUMO energy ... -12.43 eV
ΔE to the lowest compared entry with this formula, charge and spin ... 117.1 kJ/mol
E ... -1635.78853 hartree
Net charge ... +3

A molecular structure, C33H30FeGeN2OPSe, computed with ωB97M-V/def2-TZVPD.

Structure (XYZ):
```
70
C33H30FeGeN2OPSe, DFT ωB97M-V/def2-TZVPD
Fe -0.15261 1.94839 -0.13220
N -0.48435 3.00111 -1.98512
C -1.21887 2.15653 -2.94524
C -1.90507 2.81506 -3.96933
C -2.55899 2.07654 -4.94791
C -2.43188 0.70052 -4.97760
C -1.70665 0.04510 -3.99047
C -1.13629 0.76212 -2.93133
P -0.40900 -0.13098 -1.54562
C 0.73305 -1.40020 -2.30037
C 2.02929 -0.96313 -2.57663
C 2.92018 -1.79161 -3.25090
C 2.54641 -3.08605 -3.63418
C 1.26574 -3.51938 -3.30367
C 0.36057 -2.66395 -2.69315
C -1.72113 -1.04951 -0.68681
C -3.11888 -0.49804 -0.48641
C -4.05421 -1.45718 0.22002
C -3.67099 -2.65967 0.72944
C -2.30385 -3.01878 0.68555
C -1.42142 -2.21288 -0.04987
H 0.43884 3.09810 -2.38912
H -0.92313 3.91598 -1.98264
H -1.95723 3.90471 -3.98894
H -3.14129 2.58027 -5.72066
H -2.89701 0.15511 -5.77673
H -1.59481 -1.04193 -4.04304
H 2.33374 -0.01294 -2.20478
H 3.93216 -1.44381 -3.42804
H 3.23205 -3.75187 -4.15234
H 0.93334 -4.54456 -3.58344
H -0.62022 -3.07276 -2.42695
H -3.56233 -0.28066 -1.45817
H -5.08869 -1.16253 0.33900
H -4.41390 -3.31148 1.19189
H -1.90756 -3.85994 1.24198
H -0.40137 -2.56702 -0.12237
C -4.57171 1.32440 0.62986
C -3.22939 0.88205 0.14712
O -2.24767 1.62276 0.23839
H -4.71769 1.03755 1.68907
H -5.39775 0.88098 0.05675
H -4.64054 2.39350 0.55509
Ge 1.18442 0.25534 2.58596
C 1.53646 0.83707 4.40641
C 0.41552 1.12891 5.18586
C 0.52176 2.04700 6.22188
C 1.74388 2.61488 6.56147
C 2.88841 2.21434 5.86921
C 2.78736 1.33118 4.80296
C 2.55693 -0.60611 1.40532
C 2.44445 -1.97850 1.24531
C 3.33612 -2.68135 0.47346
C 4.41502 -2.01356 -0.12247
C 4.53415 -0.64157 0.02567
C 3.61008 0.05008 0.80712
H -0.27967 -0.17125 2.28174
H -0.55459 0.71954 4.94295
H -0.38222 2.30532 6.75353
H 1.80450 3.33743 7.35515
H 3.86313 2.58883 6.12409
H 3.67088 1.07577 4.25756
H 1.63026 -2.51179 1.73156
H 3.16626 -3.73493 0.31198
H 5.15627 -2.57561 -0.70029
H 5.36697 -0.11539 -0.46540
H 3.73902 1.10961 0.94062
Se 1.24927 3.00252 1.48845
C -0.27674 3.28135 2.42974
N -1.24678 3.33098 3.04002
```

Frontier orbital gap (spin up / spin down) ... 6.381 / 7.557 eV
Strongest force on any atom ... 0.0343 hartree/bohr
LUMO energy (spin up / spin down) ... -6.29 / -6.70 eV
Spin multiplicity ... 6
ΔE to the lowest compared entry with this formula, charge and spin ... 0.0 kJ/mol
E ... -7543.08939 hartree
Net charge ... +2

A single C12H6ClF5O5 molecule, computed with ωB97M-V/def2-TZVPD.

Structure (XYZ):
```
29
C12H6ClF5O5, DFT ωB97M-V/def2-TZVPD
O 4.90026 -0.83670 -0.72383
O 2.69570 2.41660 -1.87099
F -5.16075 -0.22528 2.67575
F -3.36035 0.22886 3.51368
F -3.99285 -1.91220 2.92305
F -3.96182 1.03321 0.76045
F -3.85044 -1.16792 0.33034
Cl -0.30449 2.85055 -1.95485
O 5.19398 1.21346 -1.83562
O 2.76889 -1.85639 0.00496
O -1.22679 -1.30815 1.09069
C 4.40674 0.11328 -1.34791
C 2.12584 1.36227 -1.72615
C 0.15168 -1.40224 0.76783
C 0.67443 1.39352 -1.57951
C 2.20896 -0.65778 -0.33608
C 0.80068 -0.57814 -0.08073
C 2.92955 0.20063 -1.17039
C 0.01031 0.36984 -0.86447
C -3.87599 -0.61492 2.56576
C -1.52392 0.23833 -0.67611
C -3.36509 -0.16757 1.11933
C -1.87463 -0.11272 0.78727
H 4.61063 1.96326 -2.12947
H 3.68520 -1.72082 -0.36169
H 0.78638 -2.15822 1.11127
H -1.82979 -0.47650 -1.37363
H -2.08997 1.09565 -0.99030
H -1.53237 0.71609 1.37136
```

Frontier orbital gap ... 7.877 eV
Strongest force on any atom ... 0.0868 hartree/bohr
Structure (SMILES) ... O=C(O)C1=C(O)C2=CO[C@H](C(F)(F)C(F)(F)F)CC2=C(Cl)C1=O
LUMO energy ... -1.63 eV
ΔE to the lowest compared entry with this formula, charge and spin ... 246.7 kJ/mol
E ... -1796.54100 hartree

The highest ΔE to the lowest compared entry with this formula, charge and spin belongs to which entry?
C12H6ClF5O5

The lowest E belongs to which entry?
C33H30FeGeN2OPSe